C23H43BiN2O2P3 | ωB97M-V/def2-TZVPD

HOMO energy (alpha / beta) in hartree: -0.57190 / -0.56705
HOMO-LUMO gap (alpha / beta) in eV: 3.0401 / 2.9182
Total charge: +3

Structure (XYZ):
```
74
Properties=species:S:1:pos:R:3:forces:R:3
Bi -0.61312 2.00519 -2.87784 0.7 0.1 -0.7
P 1.20296 -1.19861 2.24519 0.5 -0.2 0.7
P -0.79579 -3.13346 -0.21484 -0.1 1.4 -0.3
P -0.28502 2.56211 0.21109 0.3 0.7 1.3
H -1.67111 -0.61664 -2.20307 -0.1 0.2 -0.2
C -1.76716 0.06209 -3.05148 0.1 -0.3 -0.5
C -0.73222 0.11486 -4.11335 -0.6 -0.5 -0.3
H 0.16425 -0.52293 -4.02349 -0.5 0.5 -0.1
C 0.26898 -0.93182 3.80280 -0.2 -0.1 -0.1
C 2.22569 -2.65705 2.75672 -0.2 0.0 -0.3
C 2.49671 0.07593 2.45632 0.1 0.4 -0.4
C -1.79252 -3.30005 -1.71056 -0.4 -0.3 -0.2
C 0.88104 -3.36725 -0.79709 0.7 -0.1 -0.1
C -1.30589 -4.22360 1.09332 -0.1 -0.3 -0.2
C -1.26419 4.06215 -0.20127 0.0 -0.1 -0.3
C 1.26825 3.36774 0.82813 0.5 -0.1 -0.4
C -1.02828 2.18825 1.87018 -0.4 -0.5 0.0
H -2.78921 0.24796 -3.43073 0.5 -0.1 0.5
H -1.14152 0.23909 -5.12841 0.5 -0.1 0.5
H 0.96826 -0.98847 4.64585 -0.2 0.1 -0.1
H -0.49692 -1.70854 3.90955 0.1 0.2 0.1
H -0.22609 0.04626 3.78847 0.1 -0.2 0.1
H 2.54834 -2.52959 3.80223 -0.1 -0.1 -0.4
H 3.09781 -2.71735 2.08879 -0.3 -0.1 0.3
H 1.64132 -3.58415 2.66505 0.3 0.2 0.1
H 2.75319 0.19773 3.51461 0.0 0.0 -0.2
H 2.15812 1.03612 2.05466 0.1 -0.1 0.1
H 3.38600 -0.22441 1.89423 -0.1 0.0 0.1
H -2.20815 -4.31485 -1.73116 0.0 0.2 -0.2
H -1.18178 -3.14733 -2.61449 -0.2 -0.1 0.4
H -2.61853 -2.58333 -1.73768 0.0 -0.2 0.1
H 1.16843 -4.42665 -0.67825 -0.1 0.4 0.0
H 1.62213 -2.72855 -0.30315 -0.2 -0.2 0.2
H 0.93136 -3.12860 -1.87102 -0.2 -0.1 0.4
H -1.58245 -5.18635 0.63232 0.1 0.2 0.5
H -2.17269 -3.74685 1.56960 0.2 -0.3 0.0
H -0.48498 -4.32639 1.81495 -0.3 -0.1 -0.1
H -0.89473 4.89932 0.39836 -0.3 -0.1 -0.2
H -2.32009 3.88128 0.02284 0.1 0.1 -0.1
H -1.15501 4.29664 -1.26861 -0.1 0.3 0.3
H 1.15483 4.46035 0.78623 0.1 -0.3 0.0
H 2.12192 3.06844 0.20585 -0.1 0.2 0.2
H 1.47247 3.08346 1.87226 -0.1 0.1 -0.5
H -1.90324 2.83407 2.02235 0.2 -0.1 0.0
H -0.30874 2.38002 2.68230 -0.3 -0.1 -0.4
H -1.35994 1.14232 1.91558 0.2 0.3 0.1
C -3.61163 0.00715 0.62378 2.4 -1.8 0.5
C -4.85789 -0.25308 1.28304 -1.5 0.0 0.9
C -5.93021 0.61071 1.16288 0.2 -1.4 0.8
C -5.85650 1.75211 0.34638 0.0 -0.1 0.1
C -4.70145 1.96827 -0.41754 1.2 -0.2 -0.6
C -3.61991 1.11878 -0.29732 0.0 1.6 -1.0
O -2.57640 -0.70829 0.86191 -3.0 2.3 -0.8
H -1.12489 -1.83832 0.33301 0.9 -0.9 -0.7
H -4.86043 -1.14879 1.90219 -0.4 0.2 0.0
H -6.83807 0.37841 1.71425 0.1 0.2 -0.1
H -6.68482 2.46314 0.28256 0.2 -0.3 0.1
H -4.69216 2.80652 -1.11859 0.2 -0.3 0.2
H -2.72458 1.26517 -0.89164 0.0 0.1 0.1
N 5.65727 -1.02356 -0.90208 -1.0 0.1 -0.3
C 4.29669 -0.87806 -0.85474 1.1 -1.4 1.2
O 3.59553 -1.65369 -0.19712 0.1 0.7 -0.8
C 3.74996 0.30885 -1.54205 -0.8 0.8 -0.1
C 4.49119 1.48937 -1.64377 -0.1 0.3 -0.1
C 3.91141 2.60459 -2.25014 -0.3 0.1 -0.2
C 2.62496 2.49768 -2.78631 0.5 -0.5 0.3
N 1.89769 1.37107 -2.64244 -0.5 0.2 1.4
C 2.40465 0.33436 -1.94084 0.6 0.7 -0.5
H 6.02517 -1.90235 -0.57493 0.1 0.0 0.2
H 6.21190 -0.53710 -1.58753 0.0 0.0 0.0
H 5.48892 1.56485 -1.18941 -0.5 -0.1 -0.3
H 4.42606 3.56502 -2.28916 -0.1 -0.3 -0.1
H 2.15053 3.33365 -3.30262 0.2 -0.2 0.1
H 1.71431 -0.45506 -1.67514 0.2 -0.2 -0.1
```
Forces are in eV/Å.

=====

C5H10N3 | ωB97M-V/def2-TZVPD

HOMO energy in hartree: -0.50925
SMILES string: [H]/N=C1/CC=N[C@]1(C)[NH3+]
HOMO-LUMO gap in eV: 10.0676
Total charge: +1

Structure (XYZ):
```
18
Properties=species:S:1:pos:R:3:forces:R:3
H -0.16746 2.51970 0.65170 -1.1 -0.1 0.3
N 0.67871 2.00447 0.54447 2.0 -1.2 -1.1
C 0.72318 0.80512 0.13050 -1.7 0.6 1.0
C 1.91841 -0.04699 -0.13820 1.8 -0.6 -0.2
C 1.31583 -1.40910 -0.38506 0.6 -1.3 -0.7
N 0.05088 -1.52663 -0.36323 -0.5 1.7 0.1
C -0.51577 -0.16420 -0.02137 2.4 -1.5 1.0
C -1.29549 -0.29175 1.28403 2.5 0.8 0.4
N -1.30727 0.22596 -1.22585 4.2 4.0 -0.2
H 2.63764 -0.18236 0.71101 -0.6 0.6 -0.5
H 2.55777 0.32150 -1.00341 -0.8 -0.4 0.9
H 1.89730 -2.36099 -0.59410 -0.4 1.4 0.3
H -1.37000 0.70142 1.68557 -0.6 0.5 0.4
H -0.78317 -0.90706 2.07600 -0.1 0.6 -1.2
H -2.19834 -0.73985 1.11578 -2.6 -1.0 -0.3
H -1.62274 1.21951 -1.11700 -0.7 -1.2 -0.1
H -1.93522 -0.48679 -1.32411 -2.8 -2.0 -1.2
H -0.58425 0.31802 -2.02670 -1.7 -0.8 1.2
```
Forces are in eV/Å.

=====

C8H27N9O5 | ωB97M-V/def2-TZVPD

HOMO energy in hartree: -0.33775
SMILES string: COC[C@H](C)N.NC(N)=O.NC(N)=O.NC(N)=O.NC(N)=O
HOMO-LUMO gap in eV: 9.6217

Structure (XYZ):
```
49
Properties=species:S:1:pos:R:3:forces:R:3
C 2.71476 0.52080 -1.24848 -4.3 0.2 0.0
O 3.92685 0.26138 -1.74519 2.6 -0.2 0.5
C 4.46861 -0.99825 -1.32454 0.4 0.5 -1.6
C 4.74052 -1.26266 0.14085 -0.5 1.0 1.8
C 5.57875 -0.14258 0.82447 0.4 -0.3 -0.6
N 5.33557 -2.59991 0.34006 -0.5 1.9 0.4
H 2.44437 0.32744 -0.21039 1.0 0.4 0.6
H 1.91275 -0.05546 -1.70978 -0.1 -1.1 -0.6
H 2.27829 1.46968 -1.56029 1.0 0.7 0.4
H 3.90507 -1.72752 -1.90651 -0.5 -0.7 0.8
H 5.43589 -1.04926 -1.82443 0.3 0.2 0.0
H 3.86057 -1.12593 0.76945 -0.6 -1.0 -0.4
H 5.02213 0.76425 1.06095 -0.3 0.0 -0.6
H 6.40982 0.11853 0.16930 0.3 0.2 0.2
H 5.93580 -0.45275 1.80651 0.2 -0.5 -0.2
H 4.60037 -3.28967 0.27819 0.6 -0.4 -0.6
H 6.11303 -2.63483 -0.30368 -0.1 -1.0 -0.1
N -3.25679 0.98188 1.77384 1.4 -0.1 6.7
C -3.52647 0.48183 0.62437 -1.6 -1.9 -2.4
N -3.64515 1.50469 -0.18566 -0.5 3.2 -3.9
O -3.77493 -0.66580 0.28943 0.7 -0.8 0.6
H -3.24590 0.37657 2.58229 0.0 0.0 -0.2
H -2.95513 1.92673 1.96444 0.0 -0.4 -0.5
H -4.07985 2.31954 0.22320 0.2 0.0 -0.5
H -3.82241 1.35283 -1.16831 -0.2 -0.1 0.3
N -3.58784 -0.14063 -7.44854 -0.1 1.6 -5.4
C -3.57754 0.19921 -6.20217 -3.8 2.2 0.4
N -3.17506 -0.80868 -5.55583 2.8 -4.9 5.8
O -4.21296 1.11867 -5.69804 0.6 1.0 -0.2
H -3.97489 0.59400 -8.02354 0.4 -0.6 -0.8
H -3.14900 -0.99457 -7.76212 -0.4 0.7 -0.5
H -3.63909 -0.93285 -4.66738 0.6 -0.2 0.1
H -2.79350 -1.61821 -6.02399 -0.2 0.2 0.5
N 4.11794 5.77567 4.83629 5.0 -1.4 9.3
C 3.41150 5.68226 3.83148 -7.1 -2.5 0.4
N 3.95556 6.36277 2.95546 2.4 4.2 -8.8
O 2.28093 5.21274 3.82990 -0.9 -0.7 -0.6
H 3.84398 5.23983 5.64740 0.5 0.1 0.0
H 5.04278 6.16268 4.71375 -0.3 -0.3 1.1
H 3.34169 6.67027 2.21471 0.9 0.0 -0.4
H 4.95551 6.49299 3.01241 -0.6 0.5 -1.0
N -5.08695 -5.37629 2.89076 4.1 1.4 -0.8
C -6.35882 -5.56104 2.74074 -1.3 -5.4 3.8
N -7.01703 -4.56620 2.28136 -3.3 3.7 -2.5
O -6.84614 -6.59442 3.23275 -0.9 0.6 -0.5
H -4.54525 -6.08895 3.35852 -0.1 0.1 -0.7
H -4.74991 -4.80478 2.12927 1.3 -0.1 0.6
H -8.02610 -4.58502 2.32085 0.3 -0.2 -0.2
H -6.58632 -3.84097 1.72584 -0.1 0.0 0.3
```
Forces are in eV/Å.

=====

C8H9NO | ωB97M-V/def2-TZVPD

HOMO energy (alpha / beta) in hartree: -0.19146 / -0.34262
<S²>: 2.007
HOMO-LUMO gap (alpha / beta) in eV: 6.2706 / 7.4962
Multiplicity: 3

Structure (XYZ):
```
19
Properties=species:S:1:pos:R:3:forces:R:3
C -1.94486 1.19190 0.18902 5.6 5.5 4.9
C -0.68410 0.41903 0.72794 -2.2 2.0 0.9
C -2.74170 0.37404 -0.51330 -2.2 -6.2 -2.2
C -1.14796 -0.95617 0.42136 -0.4 -0.2 -1.8
C 0.61694 0.73070 0.01533 0.1 -1.4 0.5
C 0.76407 0.02216 -1.28002 -1.7 -0.6 -2.4
C 1.74691 -0.26202 0.51899 -5.1 -2.1 2.0
C 1.56940 -0.87399 -0.76625 2.9 -2.1 -2.9
N -0.53300 -2.01460 0.56234 0.4 -4.1 0.4
O -2.17462 -0.89257 -0.50231 -0.9 0.7 0.5
H -2.19482 2.21182 0.55502 0.1 -1.1 -0.3
H -0.49995 0.64397 1.81526 -0.5 -0.4 -0.8
H -3.50110 0.39648 -1.18320 -1.9 0.8 -1.9
H 0.82896 1.75784 0.05797 0.3 1.5 0.1
H 0.14410 -0.08709 -2.21918 0.8 0.8 1.1
H 2.55198 0.21680 0.81910 4.3 1.9 1.1
H 1.35818 -0.98982 1.33599 0.8 1.4 -1.0
H 2.08724 -1.75333 -1.22658 -0.7 0.7 0.5
H -0.87959 -2.93157 0.05733 0.3 2.8 1.2
```
Forces are in eV/Å.